1.
Below is a 3-piece molecular cluster, C4H8O3 overall, with properties calculated with the ωB97M-V functional and the def2-TZVPD basis.

Energy relative to the best compared isomer or geometry (same formula, charge and spin) ... 556.4 kJ/mol

Last column: Löwdin charge in e.
Atoms and positions in Å:
C: -1.476 -2.189 -0.035  -0.025
O: -0.727 -1.085 0.496  -0.033
C: -0.451 -0.124 -0.386  -0.459
O: -0.734 -0.116 -1.547  0.160
C: 0.150 1.209 0.448  -0.550
C: 1.439 0.647 0.078  0.097
O: -0.155 2.333 -0.102  -0.100
H: -2.446 -1.843 -0.399  0.102
H: -1.600 -2.882 0.795  0.096
H: -0.927 -2.656 -0.856  0.100
H: -0.143 1.000 1.491  0.155
H: 1.911 -0.134 0.674  0.105
H: 2.073 2.350 0.241  0.117
H: 1.730 0.725 -0.966  0.103
H: 1.356 2.765 0.067  0.132

2.
Below is a 2-piece molecular cluster, C4H8O3 overall, with properties calculated with the ωB97M-V functional and the def2-TZVPD basis.

Energy relative to the best compared isomer or geometry (same formula, charge and spin) ... 533.8 kJ/mol

Last column: Löwdin charge in e.
Atoms and positions in Å:
C: 0.698 0.135 1.461  -0.063
C: -0.101 1.590 0.092  -0.043
O: 0.036 1.063 -1.088  -0.020
C: -0.806 -0.126 -1.223  -0.497
O: -2.005 -0.046 -1.035  0.073
C: 0.098 -1.182 -1.083  -0.194
O: -0.389 -2.460 -0.934  0.001
H: 0.551 -0.845 1.945  0.067
H: 1.773 0.329 1.417  0.057
H: 0.227 0.838 2.157  0.051
H: 0.608 2.379 0.329  0.122
H: -1.099 1.624 0.524  0.115
H: 1.091 -1.135 -1.516  0.137
H: 0.357 -0.404 0.355  0.093
H: -1.343 -2.378 -0.785  0.101

3.
Below is a 2-piece molecular cluster, C4H8O3 overall, with properties calculated with the ωB97M-V functional and the def2-TZVPD basis.

Energy relative to the best compared isomer or geometry (same formula, charge and spin) ... 224.2 kJ/mol
SMILES ... C[C@@H](O)C=O.C=O

Last column: Löwdin charge in e.
Atoms and positions in Å:
C: -2.370 0.847 -1.274  -0.129
O: -2.228 -0.271 -0.843  0.001
C: -0.072 0.630 0.375  -0.266
O: -0.555 1.153 1.353  0.065
C: 0.536 -0.748 0.389  -0.426
C: 2.025 -0.570 0.086  -0.038
O: 0.332 -1.366 1.627  -0.010
H: -2.290 1.739 -0.623  0.091
H: -2.557 1.033 -2.346  0.090
H: 0.012 1.172 -0.590  0.127
H: 0.061 -1.340 -0.408  0.145
H: 2.182 -0.185 -0.928  0.083
H: 2.532 -1.532 0.183  0.086
H: 2.468 0.131 0.802  0.091
H: -0.075 -0.694 2.198  0.090

4.
Below is one molecule with the formula C4H8O3, with properties calculated with the ωB97M-V functional and the def2-TZVPD basis.

Energy relative to the best compared isomer or geometry (same formula, charge and spin) ... 106.2 kJ/mol
SMILES ... C[C@@H]1CO[C@H](O)O1

Last column: Löwdin charge in e.
Atoms and positions in Å:
C: 0.419 -0.628 -1.739  -0.033
C: 0.144 0.415 -0.676  -0.357
O: -1.143 0.190 -0.103  -0.010
C: 1.049 0.359 0.549  -0.136
O: 0.214 0.870 1.569  -0.025
C: -1.101 0.475 1.273  -0.457
O: -1.529 -0.632 1.981  0.064
H: 0.402 -1.631 -1.299  0.086
H: 1.399 -0.460 -2.198  0.088
H: -0.338 -0.584 -2.526  0.085
H: 0.167 1.422 -1.114  0.152
H: -1.220 -1.411 1.498  0.110
H: 1.936 0.992 0.473  0.135
H: 1.364 -0.675 0.764  0.132
H: -1.764 1.299 1.548  0.168

5.
Below is a 2-piece molecular cluster, C4H8O3 overall, with properties calculated with the ωB97M-V functional and the def2-TZVPD basis.

Energy relative to the best compared isomer or geometry (same formula, charge and spin) ... 317.1 kJ/mol
SMILES ... OC[C@H]1CO1.C=O

Last column: Löwdin charge in e.
Atoms and positions in Å:
O: -2.340 -0.124 0.408  0.002
C: -1.996 -0.226 1.559  -0.116
C: 0.340 -0.125 -1.126  -0.285
C: 1.013 -0.963 -0.061  -0.222
O: 1.844 -0.172 0.753  -0.058
C: 0.083 1.294 -0.920  -0.120
O: 1.206 0.858 -1.691  -0.051
H: -0.280 -0.667 -1.841  0.149
H: -2.610 0.156 2.396  0.085
H: -1.043 -0.708 1.844  0.072
H: 0.262 -1.433 0.582  0.095
H: 1.578 -1.773 -0.546  0.126
H: 2.337 0.389 0.134  0.092
H: 0.334 1.748 0.037  0.117
H: -0.705 1.783 -1.488  0.117

6.
Below is a 2-piece molecular cluster, C4H8O3 overall, with properties calculated with the ωB97M-V functional and the def2-TZVPD basis.

Energy relative to the best compared isomer or geometry (same formula, charge and spin) ... 202.5 kJ/mol
SMILES ... C[C@@H](O)C=O.C=O

Last column: Löwdin charge in e.
Atoms and positions in Å:
C: 2.219 -0.271 1.455  -0.103
O: 2.093 0.742 0.810  -0.013
C: 0.423 -0.211 -1.126  -0.221
O: 0.784 -1.368 -1.180  0.040
C: -0.677 0.220 -0.178  -0.435
C: -1.876 0.741 -0.971  -0.037
O: -1.014 -0.856 0.658  -0.026
H: 2.105 -1.269 0.995  0.086
H: 2.452 -0.241 2.535  0.090
H: 0.848 0.558 -1.795  0.140
H: -0.277 1.036 0.437  0.136
H: -1.606 1.635 -1.547  0.084
H: -2.676 1.007 -0.276  0.084
H: -2.256 -0.021 -1.659  0.088
H: -0.629 -1.642 0.234  0.086

7.
Below is one molecule with the formula C4H8O3, with properties calculated with the ωB97M-V functional and the def2-TZVPD basis.

Energy relative to the best compared isomer or geometry (same formula, charge and spin) ... 113.5 kJ/mol
SMILES ... C[C@@H](O)COC=O

Last column: Löwdin charge in e.
Atoms and positions in Å:
C: 1.836 -0.828 -0.560  -0.047
C: 0.481 -0.493 0.071  -0.436
O: 0.777 0.232 1.239  -0.036
C: -0.400 0.351 -0.873  -0.081
O: -1.511 1.113 -0.311  -0.010
C: -2.146 0.923 0.836  -0.319
O: -1.872 0.177 1.756  0.053
H: 2.383 0.075 -0.853  0.085
H: 1.769 -1.487 -1.432  0.082
H: 2.436 -1.327 0.210  0.086
H: -0.029 -1.444 0.301  0.146
H: -0.050 0.245 1.754  0.058
H: -0.862 -0.251 -1.665  0.135
H: 0.215 1.128 -1.335  0.132
H: -3.027 1.586 0.864  0.152

8.
Below is a 2-piece molecular cluster, C4H8O3 overall, with properties calculated with the ωB97M-V functional and the def2-TZVPD basis.

Energy relative to the best compared isomer or geometry (same formula, charge and spin) ... 279.7 kJ/mol
SMILES ... C[C@@H](O)C(=O)C=O.[H][H]

Last column: Löwdin charge in e.
Atoms and positions in Å:
C: -0.844 0.722 -1.040  -0.033
C: -0.425 -0.605 -0.436  -0.395
O: 0.062 -1.431 -1.485  -0.010
C: 0.712 -0.477 0.578  -0.332
O: 0.770 -1.152 1.581  0.098
C: 1.847 0.500 0.252  -0.170
O: 2.284 1.243 1.093  0.097
H: -1.634 0.562 -1.779  0.091
H: -1.217 1.395 -0.262  0.084
H: -0.003 1.204 -1.550  0.084
H: -1.270 -1.076 0.084  0.146
H: 0.143 -2.328 -1.134  0.109
H: -1.533 0.778 2.362  0.054
H: -1.128 0.175 2.521  0.043
H: 2.235 0.489 -0.785  0.134

9.
Below is a 2-piece molecular cluster, C4H8O3 overall, with properties calculated with the ωB97M-V functional and the def2-TZVPD basis.

Energy relative to the best compared isomer or geometry (same formula, charge and spin) ... 194.6 kJ/mol
SMILES ... COC(=O)CC=O.[H][H]

Last column: Löwdin charge in e.
Atoms and positions in Å:
C: -1.647 -2.234 -0.557  -0.039
O: -0.607 -1.257 -0.662  -0.050
C: -0.857 -0.089 -0.047  -0.507
O: -1.883 0.163 0.531  0.123
C: 1.582 0.231 0.431  -0.242
C: 0.331 0.844 -0.171  -0.049
O: 2.251 0.774 1.275  0.030
H: -1.788 -2.526 0.487  0.100
H: -1.313 -3.085 -1.150  0.094
H: -2.588 -1.836 -0.945  0.097
H: 1.854 -0.767 0.037  0.129
H: 0.525 1.008 -1.239  0.141
H: 1.966 3.830 0.702  0.042
H: 0.100 1.791 0.316  0.113
H: 2.074 3.152 0.991  0.016